This record from the Open Molecules 2025 dataset describes a molecular structure, C27H22N4OSe2Te2V. The level of theory is ωB97M-V/def2-TZVPD.

XYZ file:
```
59
Properties=species:S:1:pos:R:3:mulliken_spin:R:1
V 2.97202 0.49744 -3.18221 1.248
C 4.26145 2.80410 -0.87001 0.006
C 4.46821 1.82160 -1.94675 -0.059
C 4.22553 2.12458 -3.32005 -0.035
C 4.78034 1.37057 -4.41452 -0.015
C 5.02615 0.05754 -4.17584 -0.009
C 4.93517 -0.39384 -2.79719 -0.081
C 4.75315 0.49083 -1.71945 0.008
H 4.08673 2.34433 0.05614 -0.001
H 3.50102 3.52328 -1.17120 -0.001
H 5.13803 3.43206 -0.73668 -0.003
H 3.99475 3.11441 -3.62645 0.008
H 4.77559 1.75495 -5.43909 0.000
H 5.17644 -0.72086 -4.96364 0.000
H 5.10580 -1.44288 -2.52958 0.005
H 4.67906 -0.06223 -0.75798 0.002
C -7.40984 -1.24300 5.92598 0.000
O -6.42815 -2.07975 5.42295 0.000
C -5.37425 -1.59295 4.68138 -0.001
C -4.50399 -2.62975 4.29672 -0.001
C -3.47838 -2.29183 3.45225 0.001
C -3.39463 -0.97601 2.88886 -0.002
C -4.30983 -0.02988 3.27823 0.001
C -5.31413 -0.31908 4.23072 0.000
C -2.29764 -0.57631 1.95181 0.001
N -1.27715 -1.36023 1.79619 -0.001
C -0.46639 -0.63524 0.93970 -0.001
C -0.98720 0.58920 0.56477 -0.023
N -2.24174 0.59057 1.20036 0.001
C -0.35371 1.42802 -0.36603 -0.028
C -0.88316 2.68858 -0.70292 0.005
C -0.18451 3.36943 -1.71555 -0.003
C 0.89102 2.78583 -2.32638 0.022
N 1.45228 1.59146 -1.99029 -0.015
C 0.78159 0.89441 -0.98224 0.064
C 1.36141 -0.39946 -0.62571 -0.015
N 2.30431 -0.89512 -1.41939 -0.056
C 2.61890 -2.20184 -1.38141 0.011
C 2.10286 -3.00122 -0.32567 0.017
C 1.15295 -2.52609 0.52537 0.025
C 0.69702 -1.17882 0.32423 -0.009
H -8.17452 -1.85093 6.43340 0.000
H -7.89744 -0.54174 5.24248 0.000
H -6.99345 -0.53731 6.57270 0.000
H -4.56837 -3.60892 4.73057 0.000
H -2.70356 -2.99479 3.17829 0.000
H -4.23562 1.01803 2.90430 0.000
H -6.07506 0.37554 4.36591 0.000
H -2.86966 1.44736 1.18153 0.000
H -1.74218 3.09740 -0.24779 0.000
H -0.53976 4.40045 -2.01665 0.000
H 1.46635 3.33220 -3.05923 0.005
H 3.36812 -2.59892 -2.04524 -0.002
H 2.39024 -4.02979 -0.27629 0.004
H 0.79361 -3.20362 1.29562 -0.001
Se 1.52387 -1.13862 -4.50929 -0.038
Te -0.81345 -1.23422 -3.37683 0.236
Te -0.62704 -3.74438 -3.18372 0.769
Se 1.36085 1.09544 -5.23918 -0.037
```

Calculated values
E_tot   -7619.11204 Ha
Charge   +1
Expectation value of S²   2.059
Spin multiplicity   3
HOMO level (alpha / beta)   -10.226 / -10.120 eV

This record from the Open Molecules 2025 dataset describes a molecular structure, C27H23BrIN3O3S2Tl. The level of theory is ωB97M-V/def2-TZVPD.

XYZ file:
```
61
Properties=species:S:1:pos:R:3:mulliken_charge:R:1
Tl 0.24864 -0.01597 0.15354 1.486
S 0.27597 2.00588 1.75495 -0.302
C -0.13066 2.84222 0.31558 0.440
N -0.19393 2.21867 -0.83271 -0.002
C -0.58048 3.05380 -1.86703 -0.564
C -0.76609 2.69461 -3.20025 -0.021
C -1.18097 3.66073 -4.09805 -0.867
C -1.40530 4.97653 -3.68925 -0.550
C -1.21867 5.35062 -2.37014 -0.557
C -0.80979 4.37868 -1.46831 0.735
S -0.52156 4.52964 0.24990 -0.240
H -0.57685 1.67474 -3.51568 0.369
H -1.33561 3.39482 -5.13550 0.422
H -1.72246 5.71516 -4.41280 0.424
H -1.38197 6.36942 -2.04470 0.417
C 1.24344 -6.43265 2.85264 -0.798
O 0.74502 -6.65029 1.54060 -0.436
C 0.52718 -5.58894 0.76286 0.971
C 0.03194 -5.86862 -0.53286 -1.095
C -0.22515 -4.84621 -1.38608 -1.111
C 0.00152 -3.48129 -1.05044 0.294
C -0.28221 -2.44025 -1.98139 0.985
C -0.91965 -2.73091 -3.31793 -1.621
O -0.06503 -1.21887 -1.77860 -0.350
C 0.50446 -3.20777 0.26449 0.346
O 0.77753 -2.02677 0.74240 -0.524
C 0.74733 -4.28331 1.14274 -0.389
H 1.34756 -7.41603 3.29930 0.248
H 0.54771 -5.83646 3.44649 0.327
H 2.21609 -5.93748 2.82392 0.333
H -0.13917 -6.89940 -0.81010 0.450
H -0.61458 -5.09686 -2.36121 0.260
H -0.74343 -3.73228 -3.69305 0.520
H -0.55222 -2.00402 -4.03952 0.297
H -1.99791 -2.58470 -3.21593 0.298
H 1.11592 -4.02174 2.12430 0.416
C -4.69939 1.34644 -2.49761 -1.338
C -4.12500 0.77544 -1.23435 0.180
C -4.88983 0.55631 -0.09320 -0.498
C -4.31093 0.03822 1.05381 -0.722
C -2.95497 -0.22644 1.03119 0.049
Br -2.08762 -1.00769 2.51874 -0.078
N -2.20405 -0.00727 -0.04293 0.084
C -2.77689 0.46153 -1.15102 -0.172
H -5.77498 1.48301 -2.40938 0.394
H -4.50054 0.69575 -3.34987 0.334
H -4.24436 2.31453 -2.71629 0.273
H -5.94933 0.77953 -0.10579 0.430
H -4.89213 -0.16020 1.94214 0.465
H -2.11467 0.59867 -1.99707 0.759
I 3.22367 -0.43506 2.01732 0.139
C 3.52361 -0.16133 -0.03542 0.222
C 4.79283 -0.32598 -0.56745 -0.634
C 4.96005 -0.14522 -1.93009 -0.228
C 3.87012 0.21450 -2.70985 -1.006
C 2.64623 0.37577 -2.09388 0.121
N 2.47546 0.18298 -0.78264 -0.068
H 5.62208 -0.58627 0.07319 0.444
H 5.93478 -0.27961 -2.37960 0.412
H 3.96979 0.36493 -3.77497 0.439
H 1.76400 0.66968 -2.64882 0.394
```

Calculated values
E_tot   -5273.06908 Ha
Charge   +1
Spin multiplicity   1
HOMO level   -10.658 eV

Please write out number 1 again, unchanged.
This record from the Open Molecules 2025 dataset describes a molecular structure, C27H22N4OSe2Te2V. The level of theory is ωB97M-V/def2-TZVPD.

XYZ file:
```
59
Properties=species:S:1:pos:R:3:mulliken_spin:R:1
V 2.97202 0.49744 -3.18221 1.248
C 4.26145 2.80410 -0.87001 0.006
C 4.46821 1.82160 -1.94675 -0.059
C 4.22553 2.12458 -3.32005 -0.035
C 4.78034 1.37057 -4.41452 -0.015
C 5.02615 0.05754 -4.17584 -0.009
C 4.93517 -0.39384 -2.79719 -0.081
C 4.75315 0.49083 -1.71945 0.008
H 4.08673 2.34433 0.05614 -0.001
H 3.50102 3.52328 -1.17120 -0.001
H 5.13803 3.43206 -0.73668 -0.003
H 3.99475 3.11441 -3.62645 0.008
H 4.77559 1.75495 -5.43909 0.000
H 5.17644 -0.72086 -4.96364 0.000
H 5.10580 -1.44288 -2.52958 0.005
H 4.67906 -0.06223 -0.75798 0.002
C -7.40984 -1.24300 5.92598 0.000
O -6.42815 -2.07975 5.42295 0.000
C -5.37425 -1.59295 4.68138 -0.001
C -4.50399 -2.62975 4.29672 -0.001
C -3.47838 -2.29183 3.45225 0.001
C -3.39463 -0.97601 2.88886 -0.002
C -4.30983 -0.02988 3.27823 0.001
C -5.31413 -0.31908 4.23072 0.000
C -2.29764 -0.57631 1.95181 0.001
N -1.27715 -1.36023 1.79619 -0.001
C -0.46639 -0.63524 0.93970 -0.001
C -0.98720 0.58920 0.56477 -0.023
N -2.24174 0.59057 1.20036 0.001
C -0.35371 1.42802 -0.36603 -0.028
C -0.88316 2.68858 -0.70292 0.005
C -0.18451 3.36943 -1.71555 -0.003
C 0.89102 2.78583 -2.32638 0.022
N 1.45228 1.59146 -1.99029 -0.015
C 0.78159 0.89441 -0.98224 0.064
C 1.36141 -0.39946 -0.62571 -0.015
N 2.30431 -0.89512 -1.41939 -0.056
C 2.61890 -2.20184 -1.38141 0.011
C 2.10286 -3.00122 -0.32567 0.017
C 1.15295 -2.52609 0.52537 0.025
C 0.69702 -1.17882 0.32423 -0.009
H -8.17452 -1.85093 6.43340 0.000
H -7.89744 -0.54174 5.24248 0.000
H -6.99345 -0.53731 6.57270 0.000
H -4.56837 -3.60892 4.73057 0.000
H -2.70356 -2.99479 3.17829 0.000
H -4.23562 1.01803 2.90430 0.000
H -6.07506 0.37554 4.36591 0.000
H -2.86966 1.44736 1.18153 0.000
H -1.74218 3.09740 -0.24779 0.000
H -0.53976 4.40045 -2.01665 0.000
H 1.46635 3.33220 -3.05923 0.005
H 3.36812 -2.59892 -2.04524 -0.002
H 2.39024 -4.02979 -0.27629 0.004
H 0.79361 -3.20362 1.29562 -0.001
Se 1.52387 -1.13862 -4.50929 -0.038
Te -0.81345 -1.23422 -3.37683 0.236
Te -0.62704 -3.74438 -3.18372 0.769
Se 1.36085 1.09544 -5.23918 -0.037
```

Calculated values
E_tot   -7619.11204 Ha
Charge   +1
Expectation value of S²   2.059
Spin multiplicity   3
HOMO level (alpha / beta)   -10.226 / -10.120 eV

- The lowest E_tot belongs to which entry?
  C27H22N4OSe2Te2V

- What is the E_tot in the second record?
  -5273.06908 Ha